# 1
A single C4H7NO molecule, computed with ωB97M-V/def2-TZVPD.

Structure (XYZ):
```
13
Properties=species:S:1:pos:R:3
N -1.03 -0.69 -1.09
H 0.93 -1.15 0.51
H 0.51 -0.44 2.06
C -1.09 0.47 -0.24
H 0.83 1.38 -0.41
H -0.05 1.71 1.08
C -0.01 -1.23 -1.75
H -1.94 -1.12 -1.20
C 0.96 -0.22 1.08
H 2.01 0.04 1.23
H 0.87 -0.59 -1.51
C 0.21 0.92 0.38
O -2.17 0.97 -0.04
```

As for the spin multiplicity: 1. The calculation puts the total energy at -286.5296 hartree. For the lowest unoccupied orbital energy, the calculation gives 0.1964 eV. The calculation puts the max |F| at 0.562 eV Å⁻¹. The value obtained for the relative energy (zero: lowest compared OMol25 entry of this formula, charge and spin) is 64.0 kcal per mole.


# 2
A molecular structure, C4H7NO at a distorted geometry, computed with ωB97M-V/def2-TZVPD.

Structure (XYZ):
```
13
Properties=species:S:1:pos:R:3
H -0.84 -2.35 0.39
H -1.81 0.47 -0.17
H 0.61 -2.28 1.44
O 1.10 1.61 0.13
C 0.18 -0.62 0.04
N 0.16 0.66 0.73
H 0.94 1.41 -1.90
H 1.06 -0.73 -0.66
C -0.77 0.42 -0.40
H -0.65 -1.27 1.70
H -0.22 2.64 -1.09
C 0.43 1.82 -1.11
C -0.20 -1.78 0.90
```

As for the spin multiplicity: 1. The calculation puts the total energy at -286.3890 hartree. For the lowest unoccupied orbital energy, the calculation gives 0.7731 eV. The calculation puts the max |F| at 6.766 eV Å⁻¹. The value obtained for the relative energy (zero: lowest compared OMol25 entry of this formula, charge and spin) is 152.3 kcal per mole.


# 3
2 unconnected molecules or ions with the total composition C4H7NO at a distorted geometry, computed with ωB97M-V/def2-TZVPD.

Structure (XYZ):
```
13
Properties=species:S:1:pos:R:3
O 1.43 -1.20 0.66
C 1.49 -1.00 -0.76
H 0.86 -1.66 -1.34
N 0.30 2.10 -0.35
H 0.38 1.34 1.63
H 2.48 -0.83 -1.16
C 0.51 1.19 0.55
H -2.08 -0.82 1.21
H -2.30 0.23 -0.30
C -2.05 -0.71 0.15
H 0.01 2.99 0.03
H -1.92 -1.57 -0.47
C 0.91 -0.07 0.17
```

As for the spin multiplicity: 1. The calculation puts the total energy at -286.4058 hartree. For the lowest unoccupied orbital energy (alpha / beta), the calculation gives -0.1062 / 0.2860 eV. The calculation puts the max |F| at 1.290 eV Å⁻¹. The value obtained for the relative energy (zero: lowest compared OMol25 entry of this formula, charge and spin) is 141.7 kcal per mole.


# 4
A single C4H7NO molecule, computed with ωB97M-V/def2-TZVPD.

Structure (XYZ):
```
13
Properties=species:S:1:pos:R:3
H -1.70 1.07 0.73
C -0.89 -0.89 0.31
C 1.39 0.49 -0.27
H 1.73 -1.55 0.15
H -1.45 0.73 -1.00
N 0.29 1.20 0.13
H -0.57 -1.09 1.33
C 1.28 -0.92 -0.64
C -1.02 0.60 0.01
H 0.39 2.20 0.06
H -0.16 -1.34 -0.47
H -1.80 -1.44 0.08
O 2.51 0.97 -0.41
```

As for the spin multiplicity: 1. The calculation puts the total energy at -286.4806 hartree. For the lowest unoccupied orbital energy, the calculation gives -0.0943 eV. The calculation puts the max |F| at 0.366 eV Å⁻¹. The value obtained for the relative energy (zero: lowest compared OMol25 entry of this formula, charge and spin) is 94.8 kcal per mole.